Here is the molecule C24H23N3O5S2 from OMol25. Energies are from wB97M-V/def2-TZVPD.

Last column: Mulliken charge in e.
Atoms and positions in Å:
C (6.0298, -4.4779, 2.0613)  -1.425
C (4.6283, -4.6017, 1.4852)  -0.280
H (4.5727, -5.4577, 0.7996)  0.370
H (3.8971, -4.7461, 2.2920)  0.366
O (4.3465, -3.4017, 0.7851)  -0.363
C (3.1584, -3.2576, 0.1611)  0.692
C (2.9756, -2.0476, -0.5216)  -0.678
C (1.7984, -1.7932, -1.1895)  -0.384
C (0.7945, -2.7475, -1.1842)  -0.183
C (0.9552, -3.9425, -0.5148)  -0.771
C (2.1376, -4.2082, 0.1560)  -0.290
H (2.2519, -5.1503, 0.6676)  0.403
H (0.1539, -4.6643, -0.5392)  0.503
S (-0.7800, -2.3507, -1.9250)  1.289
O (-1.5679, -3.5397, -2.0614)  -0.719
O (-0.5781, -1.5327, -3.0799)  -0.700
N (-1.5027, -1.4212, -0.7113)  0.025
C (-0.8940, -0.1843, -0.4465)  0.156
C (-0.3169, 0.1193, 0.7811)  0.008
C (0.2276, 1.3695, 1.0234)  -0.952
C (0.2070, 2.3357, 0.0295)  0.011
C (-0.3274, 2.0193, -1.2202)  -0.692
C (-0.8835, 0.7826, -1.4520)  -0.245
H (-1.3133, 0.5463, -2.4102)  0.672
H (-0.3230, 2.7767, -1.9882)  0.531
O (0.6355, 3.6302, 0.1753)  -0.511
C (0.9897, 4.1063, 1.4456)  -0.399
C (-0.0056, 3.9250, 2.5888)  0.349
O (0.3784, 3.9122, 3.7359)  -0.639
N (-1.3381, 3.7777, 2.3161)  0.012
C (-2.0176, 3.6999, 1.1189)  0.475
N (-2.8473, 2.7579, 0.8691)  -0.616
C (-3.4210, 2.9005, -0.3598)  -0.082
C (-4.3064, 2.0073, -0.9537)  -0.395
C (-4.7736, 2.2804, -2.2215)  -0.617
C (-4.3765, 3.4287, -2.9032)  -0.436
C (-3.4969, 4.3287, -2.3335)  -0.603
C (-3.0202, 4.0583, -1.0628)  0.746
S (-1.8885, 4.9685, -0.1061)  -0.211
H (-3.1837, 5.2162, -2.8606)  0.415
H (-4.7581, 3.6176, -3.8950)  0.405
H (-5.4557, 1.5928, -2.6973)  0.396
H (-4.5997, 1.1199, -0.4175)  0.445
H (-1.8747, 3.4683, 3.1213)  0.286
H (1.9364, 3.6663, 1.7904)  0.338
H (1.1491, 5.1823, 1.3099)  0.330
H (0.6523, 1.5752, 1.9943)  0.449
H (-0.2954, -0.6123, 1.5728)  0.459
C (-1.9673, -2.2176, 0.3997)  -1.147
H (-2.5554, -3.0294, -0.0224)  0.392
H (-1.1490, -2.6463, 0.9905)  0.397
H (-2.5961, -1.6018, 1.0412)  0.361
H (1.6440, -0.8719, -1.7276)  0.520
H (3.7790, -1.3287, -0.5083)  0.467
H (6.7485, -4.3309, 1.2601)  0.329
H (6.2849, -5.3804, 2.6090)  0.419
H (6.0811, -3.6256, 2.7329)  0.326

Atomic forces in eV per Å
-0.39 0.08 -0.22
0.17 -0.29 0.22
-0.07 0.10 0.07
0.02 0.00 -0.14
0.07 0.18 -0.07
-0.28 0.12 -0.17
0.05 -0.14 0.09
0.22 0.07 0.00
-0.76 0.03 -0.37
-0.09 -0.03 -0.06
0.25 -0.05 0.15
0.04 -0.07 0.04
-0.05 -0.14 0.04
0.14 -0.14 0.22
0.10 -0.07 0.32
0.24 0.21 0.18
0.01 -0.73 -0.97
0.30 0.83 0.13
-0.16 -0.20 -0.20
0.21 0.33 0.01
0.06 -0.29 -0.18
0.18 0.15 0.15
0.05 0.12 0.14
-0.09 0.06 -0.07
-0.03 0.09 -0.10
0.13 -0.28 -0.09
0.41 0.05 0.12
0.03 0.00 -0.11
0.20 0.02 0.02
-0.30 0.02 0.67
-0.26 0.45 -0.94
0.23 -0.40 0.85
-0.10 0.70 -0.69
0.04 0.08 0.04
-0.05 -0.12 0.03
0.04 0.12 -0.09
0.01 0.01 -0.13
-0.02 -0.18 0.29
-0.50 -0.36 0.23
0.00 0.08 -0.11
-0.04 0.02 -0.09
-0.06 -0.07 -0.04
-0.05 -0.13 0.07
0.14 0.03 -0.12
-0.22 0.08 0.02
0.02 -0.15 0.10
0.05 0.00 0.10
-0.01 -0.11 0.07
-0.22 -0.39 0.22
-0.05 0.01 0.24
-0.02 0.03 0.07
0.03 0.03 -0.01
0.09 0.16 -0.05
0.09 0.10 -0.01
0.10 -0.01 -0.05
0.04 -0.09 0.06
0.03 0.06 0.09

HOMO: -8.3 eV
Orbital gap: 0.32229 Ha
ΔE to the lowest compared entry with this formula, charge and spin: 36.58 kcal per mole
Calculated total energy: -61639.449 eV
LUMO level: 0.480 eV

Here is a structure of composition C24H23N5O2S2W from OMol25. Energies are from wB97M-V/def2-TZVPD.

Last column: Mulliken charge in e.
Atoms and positions in Å:
W (0.4592, 0.3789, -1.2488)  1.208
C (-0.0702, -3.3594, -3.4644)  -1.668
C (-0.2545, -1.9704, -2.9747)  0.728
N (-0.4024, -1.6192, -1.7405)  0.793
N (-0.5395, -2.6195, -0.8070)  -1.677
C (0.1639, -2.4036, 0.2599)  0.685
N (0.0821, -3.2361, 1.3062)  -0.368
S (1.3898, -1.1206, 0.3342)  -0.503
C (-0.2632, -0.8215, -3.8996)  0.646
C (-0.3129, -0.9251, -5.2758)  -0.792
C (-0.3988, 0.2272, -6.0446)  -0.499
C (-0.4040, 1.4598, -5.4134)  -0.822
C (-0.2672, 1.5068, -4.0358)  -0.172
N (-0.1870, 0.3925, -3.3043)  0.023
H (0.4388, -3.9443, -2.7011)  0.411
H (0.5127, -3.3683, -4.3816)  0.496
H (-1.0322, -3.8422, -3.6525)  0.287
H (-0.4718, -4.0742, 1.2469)  0.261
H (0.7127, -3.1184, 2.0789)  0.213
H (-0.3231, -1.8994, -5.7422)  0.408
H (-0.4608, 0.1598, -7.1217)  0.451
H (-0.4848, 2.3806, -5.9721)  0.442
H (-0.2036, 2.4450, -3.4993)  0.550
S (3.5930, 0.8769, -2.5486)  -0.290
C (2.1895, 0.6286, -1.9649)  0.751
C (3.4856, 1.0086, 4.6223)  -1.391
C (1.9981, 0.9415, 4.4034)  0.894
C (1.1595, 0.5757, 5.4486)  -0.953
C (-0.2165, 0.5494, 5.2820)  -0.899
C (-0.7626, 0.8686, 4.0532)  -0.529
C (0.0690, 1.1854, 2.9839)  -0.028
N (-0.5069, 1.5076, 1.7200)  -0.071
C (-1.4477, 0.7887, 1.0335)  0.581
C (-2.0204, -0.3957, 1.5427)  -0.492
C (-3.0298, -1.0366, 0.8626)  -0.768
C (-3.5400, -0.5468, -0.3449)  -0.907
C (-2.9759, 0.5819, -0.8797)  -0.661
C (-1.9003, 1.2250, -0.2421)  0.604
C (-1.2898, 2.4141, -0.9033)  0.175
O (-1.8804, 3.3127, -1.4217)  -0.542
O (0.0745, 2.3006, -0.9705)  -0.855
C (1.4550, 1.2551, 3.1492)  0.971
C (2.3847, 1.6983, 2.0487)  -1.452
H (3.7377, 0.7047, 5.6362)  0.410
H (3.8634, 2.0219, 4.4710)  0.310
H (4.0239, 0.3592, 3.9291)  0.307
H (1.5908, 0.3331, 6.4118)  0.372
H (-0.8650, 0.3032, 6.1121)  0.410
H (-1.8363, 0.9005, 3.9244)  0.677
H (-0.1666, 2.3483, 1.2842)  0.461
H (-1.6672, -0.7954, 2.4806)  0.587
H (-3.4430, -1.9426, 1.2881)  0.415
H (-4.3547, -1.0479, -0.8474)  0.436
H (-3.3365, 0.9968, -1.8132)  0.539
H (1.8741, 1.9042, 1.1105)  0.009
H (3.1435, 0.9380, 1.8521)  0.365
H (2.9140, 2.6080, 2.3394)  0.461

Atomic forces in eV per Å
-1.14 -0.10 0.15
-0.24 -0.14 0.24
-0.26 0.54 -0.34
1.11 -0.01 0.14
-0.17 -0.04 0.02
0.11 0.02 0.03
0.08 0.08 0.04
-0.17 0.04 -0.03
0.28 0.18 -0.08
-0.25 -0.10 -0.10
0.02 0.03 0.08
0.00 -0.05 0.06
0.01 0.08 -0.21
0.08 -0.17 0.17
-0.02 0.00 0.00
-0.01 0.01 -0.01
0.00 0.01 -0.01
-0.02 0.01 -0.05
-0.03 -0.04 0.03
-0.01 0.01 -0.01
0.00 -0.01 0.00
0.00 0.01 0.01
0.00 0.00 0.00
0.32 0.04 -0.24
0.03 0.02 0.34
-0.05 0.00 0.01
0.03 -0.02 0.05
0.01 0.00 -0.02
-0.01 0.01 -0.03
-0.03 0.00 0.06
-0.04 -0.01 0.00
0.04 0.01 -0.01
0.00 -0.03 0.04
-0.02 -0.05 -0.06
0.04 0.01 0.05
0.00 0.01 -0.01
-0.08 -0.04 -0.07
0.24 -0.11 0.08
-0.06 0.11 -0.06
0.03 0.01 -0.05
0.08 -0.38 -0.14
0.05 0.04 -0.08
-0.04 -0.05 0.07
0.01 0.00 0.00
0.00 0.00 0.00
0.00 0.00 0.00
0.00 0.00 0.00
0.01 0.00 0.01
0.01 0.00 0.00
0.00 0.01 -0.01
0.00 0.00 -0.01
0.00 0.00 -0.01
0.00 -0.01 0.02
0.03 0.03 0.01
0.00 0.01 -0.01
0.01 0.01 -0.01
0.00 0.01 -0.01

HOMO (alpha / beta): -10.7 / -10.7 eV
Orbital gap (alpha / beta): 0.24224 / 0.22332 Ha
ΔE to the lowest compared entry with this formula, charge and spin: 10.05 kcal per mole
Calculated total energy: -60298.292 eV
LUMO level (alpha / beta): -4.092 / -4.622 eV
Multiplicity: 2
Charge: +1

Here is a cluster of 2 separate species, C24H23N5O5 in total from OMol25. Energies are from wB97M-V/def2-TZVPD.

Last column: Mulliken charge in e.
Atoms and positions in Å:
C (5.2148, 0.5217, 2.4167)  -0.780
O (4.6780, 1.6416, 1.6677)  -0.465
C (3.3411, 1.5860, 1.4176)  0.564
C (2.8329, 2.2413, 0.2666)  -0.792
C (1.6125, 1.8548, -0.2291)  -0.274
C (0.7620, 0.9462, 0.4705)  1.585
C (-0.5441, 0.6625, -0.0235)  -2.595
C (-1.4826, -0.1257, 0.6864)  1.027
N (-2.7093, 0.3797, 0.9487)  0.239
C (-2.9776, 1.7967, 0.7754)  -0.551
C (-4.4080, 1.9742, 1.2927)  -0.737
C (-5.0776, 0.6103, 1.1036)  -0.563
C (-3.9423, -0.4204, 0.9987)  -0.640
C (-1.1622, -1.4752, 1.2021)  -0.114
C (-0.2766, -2.3172, 0.5116)  0.393
C (0.1114, -3.5468, 1.0390)  -0.802
C (-0.4432, -3.9872, 2.2469)  -0.386
C (-1.3698, -3.1849, 2.9277)  -0.851
C (-1.6980, -1.9278, 2.4276)  -0.484
C (1.2288, 0.4506, 1.7169)  -0.552
C (2.4820, 0.7620, 2.1839)  -0.643
H (6.2920, 0.6778, 2.3981)  0.245
H (4.8487, 0.4987, 3.4551)  0.293
H (4.9459, -0.4188, 1.9107)  0.359
H (3.4602, 2.9668, -0.2556)  0.415
H (1.2556, 2.2777, -1.1724)  0.441
H (-0.8997, 1.2700, -0.8562)  0.643
H (-2.2507, 2.4286, 1.3026)  0.333
H (-2.9184, 2.0468, -0.2927)  0.259
H (-4.3597, 2.2374, 2.3549)  0.314
H (-4.9334, 2.7696, 0.7640)  0.373
H (-5.7535, 0.3637, 1.9254)  0.334
H (-5.6468, 0.5992, 0.1670)  0.289
H (-4.0468, -1.0301, 0.0838)  0.232
H (-3.9587, -1.1176, 1.8464)  0.325
H (0.1219, -1.9896, -0.4433)  0.512
H (0.8277, -4.1629, 0.4931)  0.451
H (-0.1693, -4.9614, 2.6544)  0.368
H (-1.8450, -3.5339, 3.8503)  0.382
H (-2.3590, -1.2743, 2.9970)  0.530
H (0.5885, -0.1770, 2.3322)  0.335
H (2.8416, 0.2939, 3.1002)  0.256
O (2.0926, -1.9075, -1.2357)  -0.559
N (2.7339, -1.2584, -2.0947)  0.962
C (2.1048, -0.2247, -2.8560)  -0.160
C (0.7387, 0.0761, -2.7470)  0.088
C (0.2169, 0.7408, -3.8377)  -0.220
N (-1.1111, 0.9150, -4.1985)  0.724
O (-2.1584, 0.8927, -3.5739)  -0.659
O (-1.1246, 1.0884, -5.6285)  -0.180
N (0.1776, 1.1198, -6.1316)  -0.502
C (0.9806, 0.9100, -5.0474)  0.554
N (2.2932, 0.6920, -5.1005)  -0.566
C (2.8597, 0.2506, -3.9894)  -0.318
O (3.9431, -1.4952, -2.3416)  -0.607
H (0.0867, -0.1875, -1.9266)  0.681
H (3.9527, 0.1811, -3.9534)  0.495

Atomic forces in eV per Å
-0.29 0.59 -0.40
0.31 -0.13 0.65
-0.85 -0.69 -0.24
1.09 -0.56 0.72
-1.09 -0.34 0.41
1.78 0.07 0.29
-1.91 -1.00 0.64
1.25 0.57 -1.00
-0.27 -0.42 0.02
-0.49 0.25 -0.66
0.32 0.06 0.35
-0.14 -0.14 -0.36
-0.26 -0.20 -0.11
0.11 -0.41 0.85
-0.24 0.18 0.05
-0.32 0.05 0.26
-0.11 0.11 -0.09
0.10 0.01 -0.14
0.25 -0.05 -0.23
-0.63 0.46 -0.63
1.04 0.30 -0.56
-0.09 -0.11 0.08
0.22 0.10 -0.33
0.09 0.24 0.18
-0.10 -0.34 0.09
0.05 0.05 0.34
-0.31 0.48 0.71
-0.01 -0.38 -0.11
-0.12 0.18 0.12
-0.12 -0.02 -0.14
0.04 -0.01 0.10
-0.01 0.08 -0.18
-0.02 0.03 0.25
0.11 0.19 0.28
0.08 0.30 -0.31
-0.12 -0.05 0.29
-0.21 0.17 0.19
-0.06 0.26 -0.12
0.32 0.11 -0.30
0.25 -0.18 -0.11
0.12 0.15 -0.18
-0.16 0.20 -0.28
0.99 1.66 -1.99
1.78 -1.98 2.23
-1.82 0.56 -0.87
1.84 -0.78 0.47
-1.41 0.64 -2.41
0.71 -0.28 -0.12
1.05 0.00 -0.80
0.92 0.33 1.57
0.64 -0.38 2.19
-2.87 -0.41 -1.12
1.81 0.33 1.09
-0.45 0.14 -1.08
-2.38 0.58 0.37
0.16 -0.45 0.26
-0.54 -0.16 -0.19

HOMO: -6.6 eV
Orbital gap: 0.16279 Ha
ΔE to the lowest compared entry with this formula, charge and spin: 267.17 kcal per mole
Calculated total energy: -42939.107 eV
LUMO level: -2.132 eV